[1]
# C6H14N2O2

A 2-piece molecular cluster, C6H14N2O2 overall (ωB97M-V with the def2-TZVPD basis set, OMol25).

Output
Strongest force on any atom   1.41 eV/A
HOMO level (alpha / beta)   -13.932 / -13.923 eV
Charge   +1
Kohn-Sham gap (alpha / beta)   10.7 / 5.4 eV
M   146.19 g mol⁻¹
Energy above the lowest of the compared OMol25 structures with the same formula, charge and spin   0.833 eV
Spin multiplicity   2
E   -13515.9267 eV

Atoms and positions in Å:
C: -0.531 -0.763 -2.663
C: 1.739 -1.640 0.253
C: 0.618 -0.665 -1.705
O: 1.478 0.182 -1.776
N: 0.558 -1.545 -0.618
H: -1.187 -1.616 -2.500
H: 0.129 -2.421 -0.879
H: 2.230 -2.598 0.127
H: -1.157 0.122 -2.592
H: -0.135 -0.804 -3.672
H: 2.460 -0.902 -0.094
H: 1.486 -1.423 1.289
C: -1.190 -0.332 2.261
C: -0.056 2.619 0.162
C: -0.738 1.925 1.278
O: -1.450 2.371 2.133
N: -0.445 0.509 1.350
H: -0.044 -0.004 0.545
H: -1.118 0.104 3.255
H: -0.713 2.733 -0.703
H: -2.233 -0.330 1.928
H: -0.689 -1.293 2.371
H: 0.138 3.658 0.434
H: 0.849 2.114 -0.183

Forces on atoms 1 to 3 (eV/Å):
C -0.1 -0.3 -0.2
C 0.2 0.2 -0.7
C -0.1 0.1 0.3

***

[2]
# C6H14N2OP

An isolated ion of composition C6H14N2OP and charge -1 (ωB97M-V with the def2-TZVPD basis set, OMol25).

Output
Strongest force on any atom   0.81 eV/A
HOMO level   -2.379 eV
Charge   -1
Kohn-Sham gap   6.1 eV
M   161.16 g mol⁻¹
Energy above the lowest of the compared OMol25 structures with the same formula, charge and spin   0.000 eV
E   -20766.0032 eV

Atoms and positions in Å:
C: 3.946 0.411 0.403
C: 2.605 0.743 -0.297
P: 1.209 -0.143 0.536
C: 1.535 -1.823 -0.298
N: -0.101 0.515 -0.203
C: -1.344 0.017 0.318
C: -2.412 1.141 0.295
C: -3.820 0.612 0.335
N: -4.249 -0.103 -0.819
O: -4.580 0.745 1.270
H: 4.271 1.235 1.044
H: 3.830 -0.457 1.065
H: 4.736 0.167 -0.314
H: 2.372 1.809 -0.226
H: 2.660 0.467 -1.357
H: 0.731 -2.033 -1.013
H: 1.559 -2.616 0.462
H: 2.498 -1.847 -0.827
H: -1.269 -0.326 1.373
H: -1.740 -0.848 -0.254
H: -2.261 1.741 -0.611
H: -2.287 1.783 1.171
H: -3.485 -0.113 -1.489
H: -4.403 -1.074 -0.562

Forces on atoms 1 to 3 (eV/Å):
C -0.3 -0.1 0.0
C 0.3 0.1 0.2
P -0.1 0.0 -0.1

***

[3]
# C6H14N2OS

C6H14N2OS as an isolated structure (ωB97M-V with the def2-TZVPD basis set, OMol25).

Output
Strongest force on any atom   6.11 eV/A
HOMO level (alpha / beta)   -5.350 / -8.703 eV
Kohn-Sham gap (alpha / beta)   6.3 / 8.4 eV
M   162.26 g mol⁻¹
Energy above the lowest of the compared OMol25 structures with the same formula, charge and spin   1.022 eV
Spin multiplicity   3
E   -22305.8537 eV

Atoms and positions in Å:
C: -3.205 -0.226 0.304
C: -2.595 0.976 -0.345
C: 2.370 1.886 0.785
C: -1.539 -2.124 0.443
C: 1.562 0.610 0.894
C: 1.799 -0.193 -1.728
N: -2.038 -0.820 0.138
N: -1.363 0.171 -0.428
O: 1.583 -1.953 0.250
S: 2.371 -0.750 -0.066
H: -4.150 -0.591 0.642
H: 0.729 -0.004 -1.677
H: -2.989 1.246 -1.320
H: -2.477 1.859 0.278
H: 2.308 2.304 -0.217
H: 2.001 2.632 1.485
H: 3.416 1.692 1.015
H: -1.728 -2.802 -0.393
H: -0.456 -2.071 0.593
H: -2.037 -2.504 1.334
H: 0.541 0.713 0.520
H: 1.538 0.249 1.922
H: 2.352 0.696 -2.003
H: 2.008 -0.997 -2.426

Forces on atoms 1 to 3 (eV/Å):
C -3.2 2.4 0.3
C -0.8 1.1 -0.1
C 0.0 0.0 0.0

***

[4]
# C6H14N2Si

A single C6H14N2Si molecule (ωB97M-V with the def2-TZVPD basis set, OMol25).

Output
Strongest force on any atom   7.01 eV/A
HOMO level   -8.352 eV
Kohn-Sham gap   9.3 eV
M   142.28 g mol⁻¹
Energy above the lowest of the compared OMol25 structures with the same formula, charge and spin   1.748 eV
E   -17307.1676 eV

Atoms and positions in Å:
C: 1.719 0.237 -1.883
C: 1.164 1.699 -1.756
N: 0.221 1.696 -0.740
Si: -0.043 0.151 0.051
C: 1.763 -0.479 -0.489
C: -0.470 0.189 1.951
C: -1.267 -1.065 2.081
C: -2.230 -1.171 0.910
N: -1.460 -0.958 -0.325
H: 1.011 -0.233 -2.622
H: 2.760 0.153 -2.271
H: 1.982 2.368 -1.586
H: 0.828 2.027 -2.864
H: -0.126 2.628 -0.576
H: 2.203 -1.473 -0.508
H: 2.377 0.171 0.170
H: -1.031 0.989 2.248
H: 0.481 0.122 2.513
H: -1.777 -1.308 3.027
H: -0.555 -1.908 1.964
H: -2.456 -2.277 0.725
H: -3.162 -0.519 1.098
H: -1.933 -1.039 -1.118

Forces on atoms 1 to 3 (eV/Å):
C 0.4 -0.4 -0.6
C 1.8 -0.9 -3.8
N -1.6 -0.2 1.1

***

[5]
# C6H14N3

An isolated ion of composition C6H14N3 and charge +1 (ωB97M-V with the def2-TZVPD basis set, OMol25).

Output
Strongest force on any atom   0.80 eV/A
HOMO level   -12.598 eV
Charge   +1
Kohn-Sham gap   8.3 eV
M   128.20 g mol⁻¹
Energy above the lowest of the compared OMol25 structures with the same formula, charge and spin   1.674 eV
E   -10911.4607 eV

Atoms and positions in Å:
C: -0.085 -2.712 -0.366
C: 0.429 -1.501 -0.564
C: 0.549 -0.480 0.454
C: 1.871 0.192 0.591
C: 1.896 1.477 -0.255
N: -0.429 -0.143 1.250
C: -1.859 -0.293 0.944
N: -2.318 0.779 0.119
N: -1.610 0.812 -1.131
H: -0.071 -3.456 -1.143
H: -0.475 -3.027 0.589
H: 0.909 -1.262 -1.504
H: 2.062 0.445 1.635
H: 2.663 -0.473 0.244
H: 1.250 2.237 0.175
H: 1.562 1.277 -1.270
H: 2.911 1.860 -0.292
H: -0.220 0.579 1.937
H: -2.009 -1.226 0.400
H: -2.425 -0.302 1.875
H: -2.282 1.688 0.570
H: -1.753 1.718 -1.563
H: -2.044 0.115 -1.738

Forces on atoms 1 to 3 (eV/Å):
C 0.1 0.2 0.1
C -0.2 -0.5 -0.4
C -0.2 0.3 0.6

***

[6]
# C6H14N3O

An isolated ion of composition C6H14N3O and charge +1 (ωB97M-V with the def2-TZVPD basis set, OMol25).

Output
Strongest force on any atom   12.09 eV/A
HOMO level   -13.070 eV
Charge   +1
Kohn-Sham gap   9.8 eV
M   144.20 g mol⁻¹
Energy above the lowest of the compared OMol25 structures with the same formula, charge and spin   3.522 eV
E   -12956.2005 eV

Atoms and positions in Å:
C: -1.849 -0.040 0.402
C: -1.376 1.321 0.770
C: 0.697 0.198 0.101
C: -2.305 -1.839 -0.824
C: 2.198 -1.664 0.342
C: 0.591 2.584 0.000
N: -1.702 -0.540 -0.842
N: 1.405 -0.568 0.841
N: 0.159 1.346 0.794
O: -2.243 -0.781 1.277
H: -1.643 2.015 -0.054
H: -1.743 1.622 1.802
H: -1.106 -0.265 -1.391
H: -1.765 -2.429 -0.187
H: -3.279 -1.764 -0.302
H: -2.373 -2.261 -1.780
H: 2.149 -2.461 1.148
H: 1.860 -2.095 -0.602
H: 3.311 -1.378 0.286
H: 1.659 2.864 -0.037
H: 0.353 2.380 -0.950
H: -0.074 3.347 0.401
H: 1.519 -0.278 1.780
H: 0.665 1.539 1.715

Forces on atoms 1 to 3 (eV/Å):
C 1.0 -1.1 0.5
C 0.2 1.4 0.4
C 0.4 -0.7 -1.9

***

[7]
# C6H14N3O3

An isolated ion of composition C6H14N3O3 and charge +1 (ωB97M-V with the def2-TZVPD basis set, OMol25).

Output
Strongest force on any atom   5.03 eV/A
HOMO level (alpha / beta)   -11.574 / -11.576 eV
Charge   +1
Kohn-Sham gap (alpha / beta)   7.5 / 7.5 eV
M   176.20 g mol⁻¹
Energy above the lowest of the compared OMol25 structures with the same formula, charge and spin   5.170 eV
E   -17050.3616 eV

Atoms and positions in Å:
C: 1.782 2.887 0.498
N: 1.370 1.515 0.158
N: -0.044 1.191 0.281
C: -0.641 0.200 -0.504
N: -1.448 -0.811 0.234
C: -2.823 -0.244 0.588
C: -1.737 -2.047 -0.598
C: 2.305 0.592 -0.150
O: 3.495 0.815 -0.140
C: 1.836 -0.811 -0.119
O: 1.932 -1.669 -1.136
O: 1.937 -1.447 1.065
H: 2.793 3.048 0.014
H: 1.191 3.616 0.010
H: 1.883 3.016 1.544
H: -0.448 2.122 0.081
H: -1.154 0.485 -1.348
H: -1.040 -1.143 1.110
H: -3.587 -0.940 0.667
H: -2.733 0.195 1.577
H: -2.984 0.418 -0.209
H: -2.314 -1.739 -1.436
H: -0.932 -2.674 -0.935
H: -2.287 -2.810 -0.044
H: 1.573 -1.348 -2.029
H: 2.073 -2.417 0.820

Forces on atoms 1 to 3 (eV/Å):
C 2.0 -1.2 -1.7
N 0.2 -0.5 -0.8
N -1.1 2.1 0.4

***

[8]
# C6H14N3O9P2V

C6H14N3O9P2V as an isolated structure (ωB97M-V with the def2-TZVPD basis set, OMol25).

Output
Strongest force on any atom   0.47 eV/A
HOMO level   -17.540 eV
Charge   +2
Kohn-Sham gap   7.8 eV
M   385.08 g mol⁻¹
E   -73602.8511 eV

Atoms and positions in Å:
V: -0.320 0.694 -0.723
N: -2.423 0.509 -1.027
C: -3.137 1.778 -1.277
C: -2.111 2.811 -1.675
O: -2.337 3.886 -2.127
N: -0.792 2.365 -1.367
C: 0.274 3.257 -1.787
C: 1.518 2.421 -1.982
O: 2.582 2.612 -2.378
O: 1.152 1.044 -1.439
H: -2.809 0.021 -0.218
H: -2.539 -0.136 -1.809
H: -3.887 1.685 -2.060
H: -3.631 2.123 -0.369
H: 0.031 3.796 -2.706
H: 0.512 4.007 -1.025
N: 2.084 -2.506 1.866
C: 0.810 -1.805 1.429
C: -0.372 -2.360 2.221
P: 1.057 -0.028 1.905
O: 2.443 0.307 1.228
O: 0.943 0.148 3.341
O: -0.025 0.764 1.020
P: 0.738 -2.103 -0.392
O: 0.094 -3.539 -0.443
O: 2.073 -1.926 -0.955
O: -0.401 -1.132 -0.913
H: 2.324 -2.271 2.836
H: 2.859 -2.242 1.239
H: 1.969 -3.524 1.814
H: -0.246 -2.170 3.287
H: -0.496 -3.427 2.041
H: -1.293 -1.867 1.910
H: 3.019 0.907 1.728
H: 0.339 -4.101 -1.194

Forces on atoms 1 to 3 (eV/Å):
V 0.4 -0.1 0.1
N 0.0 -0.1 0.0
C 0.0 0.1 -0.1

***

[9]
# C6H14N3S

A 2-piece molecular cluster, C6H14N3S overall (ωB97M-V with the def2-TZVPD basis set, OMol25).

Output
Strongest force on any atom   6.03 eV/A
HOMO level   -12.132 eV
Charge   +1
Kohn-Sham gap   8.5 eV
M   160.27 g mol⁻¹
Energy above the lowest of the compared OMol25 structures with the same formula, charge and spin   3.594 eV
E   -21745.0255 eV

Atoms and positions in Å:
C: 1.454 -0.016 -1.618
C: 1.092 -1.415 -1.178
C: 0.652 0.883 -0.718
C: -0.403 -1.467 -1.022
C: -3.156 0.723 0.994
C: 0.184 0.734 1.676
N: -0.019 0.278 0.468
N: 1.060 1.599 1.955
N: -0.827 -0.785 0.242
S: -2.328 1.934 1.652
H: 2.624 0.037 -1.379
H: 1.327 -0.003 -2.692
H: 1.548 -2.257 -1.760
H: 1.420 -1.486 -0.110
H: 1.392 1.702 -0.526
H: -0.136 1.408 -1.269
H: -0.870 -0.858 -1.811
H: -0.898 -2.415 -1.098
H: -3.587 0.927 -0.004
H: -3.371 -0.272 1.383
H: -0.461 0.076 2.362
H: 1.775 1.964 1.304
H: 1.046 2.088 2.862
H: -0.744 -1.513 0.966

Forces on atoms 1 to 3 (eV/Å):
C 3.3 -2.4 1.0
C 0.5 -1.5 1.3
C 0.0 2.5 -1.1

***

[10]
# C6H14N4

An isolated ion of composition C6H14N4 and charge +2 (ωB97M-V with the def2-TZVPD basis set, OMol25).

Output
Strongest force on any atom   5.01 eV/A
HOMO level   -19.610 eV
Charge   +2
Kohn-Sham gap   10.8 eV
M   142.21 g mol⁻¹
Energy above the lowest of the compared OMol25 structures with the same formula, charge and spin   5.401 eV
E   -12388.5378 eV

Atoms and positions in Å:
C: 1.295 -0.452 -1.463
C: 0.718 -0.186 0.031
C: 1.914 -0.263 0.957
C: 0.005 1.198 -0.080
N: 0.450 2.359 -0.436
N: -1.340 1.016 0.290
C: -1.239 0.004 1.399
C: -0.454 -1.059 0.490
N: -1.561 -1.205 -0.561
N: -1.891 0.261 -0.767
H: 2.406 -0.266 -1.626
H: 0.550 0.105 -2.221
H: 1.209 -1.525 -1.558
H: 1.526 -0.320 2.056
H: 2.522 0.679 1.050
H: 2.538 -1.044 0.590
H: 1.379 2.558 -0.470
H: -0.119 3.107 -0.374
H: -2.248 -0.362 1.604
H: -0.775 0.449 2.379
H: -0.313 -2.006 0.924
H: -1.151 -1.701 -1.383
H: -2.422 -1.716 -0.297
H: -3.002 0.370 -0.533

Forces on atoms 1 to 3 (eV/Å):
C -1.7 0.9 -0.4
C 1.2 1.7 -2.9
C -0.9 1.8 3.1